Record 1
Below is C22H62FN3O7S6Si2 as an isolated structure in a non-equilibrium geometry, with properties calculated with ωB97M-V with the def2-TZVPD basis set.

Kohn-Sham gap   8.626 eV
E_HOMO   -8.5 eV
Lowest unoccupied orbital energy   0.1516 eV

Geometry as ORCA input:
```
! RIJCOSX wB97M-V def2-TZVPD def2/J DEFGRID3
* xyz 0 1
C 4.427 3.084 -1.650
C 5.308 1.901 -1.265
C 4.547 0.893 -0.410
F 5.447 0.216 0.455
Si 3.620 -0.406 -1.435
O 2.129 -0.614 -0.812
Si 0.637 -0.522 -1.511
C -0.478 -1.767 -0.700
C -1.709 -2.109 -1.563
C 0.000 1.233 -1.347
C -0.206 1.974 -2.685
C -1.008 3.282 -2.615
C -0.415 4.466 -1.831
N -0.375 4.375 -0.374
C -1.487 3.996 0.367
N -2.652 4.093 -0.113
N -1.173 3.540 1.677
H 4.157 3.676 -0.768
H 4.933 3.748 -2.358
H 3.494 2.753 -2.127
H 5.699 1.424 -2.175
H 6.176 2.229 -0.678
H 3.844 1.427 0.247
H 4.394 -1.662 -1.410
H 3.518 0.113 -2.823
H 0.789 -0.825 -2.965
H 0.076 -2.680 -0.449
H -0.811 -1.341 0.259
H -1.401 -2.556 -2.515
H -2.373 -2.811 -1.047
H -2.282 -1.200 -1.797
H -0.955 1.214 -0.793
H 0.724 1.760 -0.711
H 0.769 2.144 -3.168
H -0.753 1.308 -3.368
H -1.157 3.653 -3.639
H -2.006 3.074 -2.219
H 0.624 4.642 -2.141
H -0.982 5.364 -2.104
H 0.463 3.947 -0.013
H -3.319 3.733 0.569
H -0.295 3.910 2.020
H -1.143 2.527 1.724
C -5.280 -4.943 1.745
S -3.495 -4.889 1.937
O -2.996 -3.844 0.999
C -3.159 -6.465 1.148
H -5.676 -4.013 2.150
H -5.522 -5.029 0.686
H -5.681 -5.784 2.310
H -3.554 -6.443 0.133
H -3.612 -7.267 1.731
H -2.079 -6.586 1.129
C 7.496 1.655 2.484
S 8.496 1.539 3.969
O 9.230 2.827 4.088
C 9.650 0.329 3.332
H 6.730 2.407 2.665
H 8.132 1.961 1.653
H 7.025 0.695 2.277
H 10.124 0.732 2.437
H 9.121 -0.600 3.119
H 10.388 0.132 4.106
C -5.479 0.017 0.541
S -4.596 0.856 1.848
O -4.504 2.278 1.417
C -2.990 0.145 1.483
H -6.502 0.389 0.553
H -5.013 0.242 -0.416
H -5.485 -1.060 0.711
H -2.728 0.392 0.454
H -3.012 -0.932 1.624
H -2.269 0.581 2.172
C -5.087 -0.825 -4.499
S -5.151 -2.155 -3.297
O -5.618 -1.538 -2.024
C -3.376 -2.364 -3.129
H -6.113 -0.518 -4.691
H -4.519 0.004 -4.079
H -4.631 -1.189 -5.420
H -2.935 -1.419 -2.814
H -2.957 -2.695 -4.079
H -3.213 -3.125 -2.369
C 7.639 -3.404 4.789
S 9.269 -3.383 5.543
O 10.050 -2.350 4.813
C 9.809 -4.970 4.901
H 7.162 -2.458 5.037
H 7.749 -3.500 3.709
H 7.057 -4.229 5.199
H 9.758 -4.948 3.813
H 9.180 -5.761 5.309
H 10.838 -5.110 5.225
C -9.912 2.895 -1.043
S -8.820 3.725 -2.204
O -9.302 3.366 -3.564
C -7.386 2.696 -1.886
H -10.889 3.365 -1.131
H -9.977 1.841 -1.311
H -9.529 3.022 -0.030
H -7.639 1.657 -2.095
H -7.062 2.824 -0.852
H -6.596 3.032 -2.554
*
```

***

Record 2
Below is a 9-piece molecular cluster, C22H62O14 overall in a non-equilibrium geometry, with properties calculated with ωB97M-V with the def2-TZVPD basis set.

Kohn-Sham gap   9.239 eV
E_HOMO   -9.0 eV
Energy relative to the best compared isomer or geometry (same formula, charge and spin)   315.8 kcal per mole
Lowest unoccupied orbital energy   0.2336 eV

Geometry as ORCA input:
```
! RIJCOSX wB97M-V def2-TZVPD def2/J DEFGRID3
* xyz 0 1
C 1.973 3.415 -3.728
C 2.828 4.529 -3.898
C 3.930 4.434 -2.774
O 3.676 4.398 -5.001
H 1.278 3.533 -2.835
H 2.399 2.500 -3.405
H 1.161 3.382 -4.579
H 2.024 5.487 -3.794
H 4.552 3.499 -2.784
H 3.615 4.300 -1.665
H 4.551 5.235 -3.002
H 3.043 4.658 -5.810
C -1.867 -2.806 0.550
C -1.138 -3.636 -0.412
C -2.068 -4.721 -1.003
O -0.750 -2.840 -1.587
H -2.600 -1.902 0.193
H -1.378 -2.035 1.188
H -2.379 -3.418 1.460
H -0.272 -4.139 0.190
H -2.882 -4.473 -1.612
H -2.705 -5.269 -0.256
H -1.453 -5.455 -1.579
H -0.091 -2.081 -1.239
C 1.925 -2.901 2.388
C 2.660 -2.352 3.703
C 2.067 -3.072 4.842
O 3.981 -2.695 3.647
H 1.903 -4.087 2.388
H 2.531 -2.466 1.581
H 0.704 -2.618 2.363
H 2.572 -1.247 3.855
H 1.055 -2.923 4.954
H 2.614 -2.683 5.700
H 2.417 -4.135 4.752
H 4.701 -1.967 3.707
C -1.360 -0.583 4.215
C -2.870 -0.145 4.335
C -3.058 1.402 4.666
O -3.482 -0.450 3.214
H -0.724 -0.512 5.135
H -0.931 0.153 3.469
H -1.448 -1.660 3.811
H -3.428 -0.681 5.033
H -2.978 1.797 3.650
H -2.371 1.923 5.330
H -4.111 1.710 5.094
H -4.308 -0.605 3.602
O 3.902 -1.315 -1.467
C 3.904 -0.375 -2.585
C 3.270 -0.940 -3.827
O 3.988 -2.139 -4.001
H 4.521 -1.921 -1.585
H 3.172 0.622 -2.331
H 4.858 0.080 -2.707
H 3.303 -0.201 -4.601
H 2.361 -1.276 -3.340
H 4.612 -2.513 -3.328
O -2.607 1.263 0.944
C -3.735 2.122 0.713
C -4.754 1.413 -0.225
O -5.977 2.029 -0.239
H -2.811 0.778 1.611
H -4.175 2.354 1.501
H -3.449 2.965 0.028
H -4.867 0.526 0.130
H -4.482 0.994 -1.268
H -6.079 2.591 -1.085
O 2.101 3.048 0.014
C 1.740 3.748 1.146
C 1.889 2.785 2.342
O 2.085 3.731 3.436
H 1.404 2.457 -0.372
H 2.354 4.735 1.191
H 0.625 4.092 1.131
H 2.896 2.326 2.446
H 1.100 2.138 2.630
H 2.410 3.227 4.076
O -0.320 1.920 -0.660
C 0.222 0.612 -1.016
C 0.895 -0.141 0.138
O 1.410 -1.432 -0.368
H -0.942 1.789 -0.089
H -0.789 0.018 -1.422
H 0.936 0.742 -1.708
H 0.015 -0.560 0.740
H 1.774 0.237 0.808
H 2.166 -1.313 -0.895
O -4.630 -0.525 -2.925
C -3.334 -0.962 -3.093
C -3.089 -2.339 -3.972
O -1.766 -2.486 -4.089
H -5.288 -1.160 -2.537
H -2.503 -0.200 -3.560
H -3.092 -1.286 -2.028
H -3.475 -2.382 -4.967
H -3.704 -2.972 -3.587
H -1.547 -2.705 -3.204
*
```

***

Record 3
Below is C22H63AsF6KN5O7 as an isolated structure in a non-equilibrium geometry, with properties calculated with ωB97M-V with the def2-TZVPD basis set.

Kohn-Sham gap   7.179 eV
E_HOMO   -7.8 eV
Lowest unoccupied orbital energy   -0.6381 eV

Geometry as ORCA input:
```
! RIJCOSX wB97M-V def2-TZVPD def2/J DEFGRID3
* xyz 0 1
K 3.835 -0.068 2.472
As 0.856 -0.976 0.270
F -0.621 -1.909 0.120
F 0.542 -0.261 -1.290
F 2.340 0.007 0.317
F 1.196 -1.773 1.817
F 1.873 -2.223 -0.446
F -0.090 0.132 1.254
C 5.126 -0.473 -1.209
O 5.655 -0.283 0.129
H 5.986 -0.304 -1.853
H 4.674 -1.450 -1.383
H 4.280 0.207 -1.324
H 6.490 0.174 0.050
C 1.708 -5.444 0.535
O 0.599 -6.261 0.224
H 2.672 -5.948 0.583
H 1.879 -4.661 -0.211
H 1.564 -4.828 1.429
H -0.088 -5.651 -0.067
C 2.507 -5.099 -3.284
C 1.077 -4.654 -3.652
C 0.162 -5.787 -4.105
O -0.935 -5.259 -4.841
C -0.836 -5.144 -6.227
N 0.496 -3.898 -2.575
H 2.413 -5.655 -2.348
H 3.185 -4.263 -3.141
H 2.808 -5.797 -4.065
H 1.168 -3.958 -4.497
H -0.263 -6.284 -3.233
H 0.656 -6.552 -4.713
H -1.132 -6.016 -6.815
H 0.157 -4.775 -6.516
H -1.451 -4.311 -6.581
H -0.351 -3.370 -2.684
H 0.961 -3.605 -1.735
C -0.865 0.159 5.566
C 0.630 0.260 5.235
C 1.496 0.886 6.319
O 0.924 2.026 6.905
C 1.768 2.621 7.864
N 1.162 -1.028 4.789
H -1.453 -0.044 4.668
H -1.181 1.121 5.976
H -1.119 -0.672 6.227
H 0.660 0.837 4.315
H 2.461 1.166 5.879
H 1.669 0.102 7.070
H 1.236 3.432 8.356
H 2.726 2.933 7.443
H 1.960 1.895 8.665
H 0.568 -1.443 4.081
H 1.115 -1.639 5.602
C -3.724 0.139 0.593
C -4.200 -1.305 0.954
C -4.862 -1.963 -0.236
O -6.013 -1.312 -0.751
C -7.202 -1.959 -0.347
N -3.039 -2.023 1.494
H -3.017 0.238 -0.233
H -3.195 0.576 1.446
H -4.589 0.796 0.451
H -4.938 -1.110 1.741
H -5.046 -3.007 0.032
H -4.101 -1.984 -1.024
H -7.920 -1.796 -1.158
H -7.624 -1.629 0.603
H -7.160 -3.054 -0.361
H -2.491 -1.322 1.984
H -2.357 -2.146 0.735
C -0.676 6.109 -6.260
C 0.078 4.910 -5.704
C -0.465 4.387 -4.388
O 0.345 3.290 -3.988
C 0.304 3.034 -2.609
N -0.057 3.816 -6.707
H -0.379 7.025 -5.741
H -1.758 5.981 -6.177
H -0.480 6.243 -7.324
H 1.146 5.110 -5.580
H -1.488 3.995 -4.477
H -0.617 5.183 -3.645
H 0.686 3.892 -2.046
H 0.906 2.156 -2.378
H -0.703 2.794 -2.243
H -0.584 3.080 -6.237
H -0.788 4.020 -7.388
C 1.606 2.955 0.855
C 1.932 3.529 2.217
C 0.732 4.326 2.742
O -0.394 3.474 2.846
C -1.582 4.121 3.129
N 2.258 2.494 3.241
H 1.286 3.689 0.111
H 0.722 2.324 0.943
H 2.448 2.458 0.375
H 2.734 4.271 2.170
H 0.572 5.172 2.062
H 0.895 4.725 3.752
H -2.064 4.650 2.290
H -1.485 4.820 3.970
H -2.371 3.390 3.330
H 1.345 2.168 3.542
H 2.519 3.084 4.032
*
```

***

Record 4
Below is a 9-piece molecular cluster, C22H63NO18 overall in a non-equilibrium geometry, with properties calculated with ωB97M-V with the def2-TZVPD basis set.

Kohn-Sham gap   8.908 eV
E_HOMO   -8.6 eV
Energy relative to the best compared isomer or geometry (same formula, charge and spin)   77.2 kcal per mole
Lowest unoccupied orbital energy   0.2589 eV

Geometry as ORCA input:
```
! RIJCOSX wB97M-V def2-TZVPD def2/J DEFGRID3
* xyz 0 1
C 7.778 8.463 -10.591
O 7.382 7.138 -10.341
C 6.428 6.607 -11.282
C 5.905 5.185 -10.796
N 5.035 5.329 -9.642
C 4.682 4.028 -9.035
C 3.635 4.141 -7.934
O 4.291 4.401 -6.716
C 3.239 4.202 -5.709
H 8.380 8.598 -11.489
H 8.452 8.715 -9.772
H 6.941 9.161 -10.570
H 6.815 6.489 -12.295
H 5.604 7.320 -11.274
H 6.803 4.594 -10.617
H 5.375 4.809 -11.672
H 5.540 5.925 -9.002
H 5.559 3.625 -8.529
H 4.308 3.356 -9.808
H 3.168 3.163 -7.814
H 2.881 4.840 -8.298
H 2.684 5.120 -5.517
H 3.753 4.110 -4.753
H 2.658 3.286 -5.822
O 0.775 -0.339 3.294
C -0.218 0.069 2.372
C -0.692 -1.086 1.455
O -1.691 -0.581 0.580
H 0.841 0.381 3.926
H -1.078 0.527 2.862
H 0.216 0.921 1.848
H -1.031 -1.923 2.065
H 0.151 -1.526 0.922
H -2.431 -1.171 0.422
O -2.550 6.200 7.772
C -3.385 6.530 6.701
C -4.864 6.160 6.922
O -5.365 7.220 7.741
H -2.835 6.563 8.613
H -3.231 7.593 6.514
H -2.959 5.933 5.896
H -5.013 5.205 7.427
H -5.370 6.253 5.961
H -6.318 7.105 7.753
O 2.741 3.504 7.372
C 3.778 4.072 8.136
C 4.986 3.110 8.362
O 4.777 1.997 9.128
H 1.971 4.074 7.440
H 4.062 5.022 7.685
H 3.319 4.222 9.114
H 5.710 3.727 8.895
H 5.515 2.900 7.433
H 4.250 1.374 8.622
O -0.101 -9.278 0.124
C 0.038 -8.775 1.456
C -0.803 -9.574 2.524
O -2.166 -9.594 2.268
H 0.004 -10.231 0.158
H 1.083 -8.891 1.743
H -0.177 -7.708 1.399
H -0.583 -9.093 3.477
H -0.390 -10.578 2.423
H -2.384 -10.308 1.664
O 2.682 -3.157 7.850
C 2.634 -4.550 7.451
C 3.411 -4.738 6.088
O 2.536 -4.448 5.046
H 2.188 -3.018 8.661
H 3.142 -5.011 8.298
H 1.659 -5.024 7.336
H 3.552 -5.801 5.897
H 4.355 -4.198 6.018
H 2.371 -3.506 5.134
O -6.823 -0.775 5.823
C -6.642 -1.587 4.680
C -7.789 -2.555 4.535
O -7.812 -3.527 5.574
H -7.164 -1.285 6.561
H -6.552 -0.994 3.770
H -5.688 -2.109 4.757
H -7.728 -3.023 3.553
H -8.686 -1.939 4.467
H -7.112 -4.147 5.358
O -2.999 -2.390 -7.928
C -2.175 -1.695 -7.019
C -2.743 -0.359 -6.478
O -2.718 0.676 -7.468
H -2.658 -3.269 -8.107
H -1.859 -2.313 -6.179
H -1.271 -1.373 -7.536
H -2.228 0.004 -5.589
H -3.768 -0.519 -6.143
H -3.230 0.364 -8.218
O -2.985 -5.785 -2.282
C -4.401 -6.031 -2.369
C -5.110 -5.443 -1.089
O -5.683 -4.114 -1.319
H -2.619 -6.548 -1.830
H -4.711 -5.549 -3.296
H -4.519 -7.114 -2.402
H -4.366 -5.352 -0.297
H -5.814 -6.220 -0.790
H -6.557 -4.185 -1.710
*
```

***

Q: What is the Kohn-Sham gap in the fourth record?
A: 8.908 eV

***

Q: Which value of Kohn-Sham gap does entry 1 give?
A: 8.626 eV

***

Q: The lowest E_HOMO belongs to which entry?
A: C22H62O14